{
  "formula": "C15H28CuN4O3S",
  "method": "ωB97M-V with the def2-TZVPD basis set",
  "symbols": ["Cu", "C", "C", "N", "C", "C", "N", "C", "C", "N", "H", "H", "H", "H", "H", "H", "H", "H", "H", "H", "H", "H", "H", "H", "H", "N", "C", "C", "O", "O", "H", "H", "H", "H", "H", "C", "S", "O", "C", "C", "C", "C", "C", "C", "H", "H", "H", "H", "H", "H", "H", "H"],
  "coordinates": [[-0.084, 0.147, -0.114], [-0.286, -2.655, 0.782], [-1.701, -2.059, 0.998], [-1.709, -0.639, 1.347], [-1.264, -0.339, 2.711], [-0.396, 0.914, 2.788], [0.644, 0.948, 1.768], [1.839, 0.130, 1.970], [1.614, -1.362, 1.731], [0.785, -1.666, 0.543], [-0.338, -3.314, -0.086], [-0.015, -3.289, 1.631], [-2.211, -2.669, 1.754], [-2.269, -2.159, 0.074], [-2.635, -0.265, 1.190], [-0.716, -1.202, 3.088], [-2.109, -0.218, 3.397], [0.013, 0.988, 3.805], [-1.021, 1.796, 2.633], [0.928, 1.899, 1.579], [2.257, 0.252, 2.979], [2.583, 0.499, 1.262], [1.142, -1.815, 2.602], [2.591, -1.842, 1.641], [1.383, -2.012, -0.195], [3.411, 1.404, -3.841], [2.578, 2.267, -3.015], [2.175, 1.527, -1.752], [1.377, 1.949, -0.937], [2.768, 0.355, -1.586], [4.286, 1.833, -4.102], [2.935, 1.107, -4.681], [3.332, 0.249, -2.392], [1.645, 2.557, -3.496], [3.093, 3.183, -2.724], [-2.181, 1.511, -2.750], [-0.895, 0.328, -2.358], [0.181, 0.502, -3.351], [-1.695, -1.220, -2.725], [-0.896, -2.199, -3.295], [-1.431, -3.459, -3.519], [-2.748, -3.729, -3.179], [-3.542, -2.737, -2.620], [-3.017, -1.474, -2.387], [-2.473, 1.377, -3.791], [-1.731, 2.491, -2.604], [-3.036, 1.403, -2.087], [0.121, -1.962, -3.576], [-0.819, -4.228, -3.972], [-3.161, -4.712, -3.363], [-4.575, -2.942, -2.373], [-3.645, -0.707, -1.953]],
  "atomic_forces_ev_per_a": [[-0.476, 0.156, -0.313], [0.094, -0.057, 0.044], [-0.111, -0.105, 0.027], [0.161, 0.055, -0.120], [-0.076, -0.104, 0.121], [0.024, 0.071, 0.177], [-0.033, -0.025, -0.236], [0.130, 0.106, 0.070], [0.013, -0.127, 0.053], [-0.030, -0.024, -0.085], [-0.013, 0.015, 0.006], [-0.007, 0.029, -0.003], [-0.001, 0.019, -0.024], [0.023, 0.008, -0.012], [-0.007, 0.003, 0.003], [0.035, 0.011, -0.024], [-0.003, 0.024, -0.046], [0.016, -0.010, -0.038], [-0.018, -0.033, -0.022], [-0.028, 0.007, -0.027], [-0.016, -0.006, -0.020], [-0.025, -0.032, -0.011], [-0.002, 0.007, 0.004], [-0.003, 0.031, 0.005], [0.030, 0.023, 0.003], [0.090, 0.027, -0.067], [-0.111, -0.031, 0.096], [-0.184, 0.031, 0.239], [0.183, 0.076, -0.202], [0.069, -0.081, 0.122], [-0.009, 0.047, -0.032], [-0.022, -0.031, 0.019], [-0.018, -0.009, -0.133], [0.036, 0.017, -0.067], [0.041, -0.033, 0.044], [0.007, -0.038, -0.123], [0.054, 0.016, 0.877], [0.276, 0.076, -0.353], [-0.109, 0.087, -0.032], [-0.006, -0.025, -0.012], [0.056, -0.028, -0.028], [-0.040, -0.020, 0.002], [-0.020, 0.007, 0.008], [-0.061, -0.059, 0.013], [0.012, -0.025, 0.000], [0.038, 0.001, 0.025], [0.034, -0.045, 0.057], [0.020, 0.010, 0.004], [0.001, -0.003, -0.001], [-0.014, -0.005, 0.001], [-0.008, -0.004, 0.003], [0.009, 0.002, 0.007]],
  "mulliken_charge": [-0.26, -0.81, -0.31, -0.10, -0.71, -0.90, -0.08, -0.81, -0.66, 0.00, 0.45, 0.36, 0.40, 0.04, 0.27, 0.23, 0.49, 0.36, 0.44, 0.30, 0.38, 0.37, 0.28, 0.48, 0.33, -0.61, -0.27, 0.54, -0.60, -0.42, 0.20, 0.21, 0.42, 0.24, 0.41, -1.37, 1.33, -0.74, 0.70, -0.52, -0.61, -0.55, -0.52, -0.61, 0.45, 0.39, 0.42, 0.48, 0.41, 0.43, 0.42, 0.23],
  "max_force_ha_per_bohr": 0.0171,
  "e_tot_ha": -3071.60278,
  "homo_lumo_gap_ev": 8.69,
  "total_charge": 1,
  "lumo_ha": -0.0749,
  "relative_energy_kcal_mol": 0.0
}

=====

{
  "formula": "C7H13N",
  "method": "ωB97M-V with the def2-TZVPD basis set",
  "symbols": ["H", "N", "C", "C", "C", "C", "C", "C", "C", "H", "H", "H", "H", "H", "H", "H", "H", "H", "H", "H", "H"],
  "coordinates": [[0.649, 2.511, -2.509], [0.523, 2.299, -1.521], [0.242, 1.091, -1.269], [0.085, 0.033, -2.332], [0.052, 0.713, 0.149], [0.284, 1.631, 1.086], [-0.348, -0.705, 0.499], [-1.340, -0.759, 1.663], [0.906, -1.518, 0.838], [0.695, -0.840, -2.111], [-0.956, -0.279, -2.399], [0.384, 0.432, -3.301], [0.593, 2.620, 0.800], [0.178, 1.430, 2.137], [-0.836, -1.167, -0.362], [-1.718, -1.773, 1.777], [-0.868, -0.471, 2.598], [-2.180, -0.094, 1.479], [0.640, -2.550, 1.060], [1.612, -1.513, 0.010], [1.403, -1.093, 1.707]],
  "atomic_forces_ev_per_a": [[-0.063, -0.335, -0.023], [0.106, 0.574, -0.077], [0.135, 0.149, -0.661], [0.026, 0.190, -0.082], [-0.129, -0.034, 0.671], [-0.047, -0.140, -0.160], [0.056, 0.005, 0.274], [0.031, -0.048, -0.263], [-0.210, -0.066, -0.182], [-0.015, -0.132, 0.008], [-0.035, -0.113, -0.007], [-0.003, -0.007, 0.031], [0.077, 0.163, -0.059], [-0.081, -0.139, 0.216], [0.041, 0.043, 0.012], [-0.032, -0.091, 0.070], [0.034, 0.048, 0.127], [-0.094, 0.042, 0.047], [0.030, -0.136, 0.024], [0.127, -0.033, -0.049], [0.044, 0.060, 0.084]],
  "mulliken_charge": [0.24, -0.65, 0.72, -1.37, 0.36, -1.20, 0.64, -1.71, -1.26, 0.30, 0.33, 0.41, 0.39, 0.29, 0.30, 0.45, 0.34, 0.39, 0.36, 0.35, 0.34],
  "max_force_ha_per_bohr": 0.0134,
  "e_tot_ha": -329.24419,
  "homo_lumo_gap_ev": 10.10,
  "lumo_ha": 0.0352,
  "relative_energy_kcal_mol": 17.1
}

=====

{
  "formula": "C22H23Br2N8O5Yb",
  "method": "ωB97M-V with the def2-TZVPD basis set",
  "symbols": ["Yb", "O", "C", "N", "C", "C", "C", "C", "C", "C", "N", "C", "O", "C", "C", "C", "C", "C", "N", "C", "C", "C", "C", "C", "N", "H", "H", "H", "H", "H", "H", "H", "H", "H", "H", "H", "H", "Br", "C", "Br", "H", "H", "N", "N", "C", "O", "O", "H", "H", "H", "C", "N", "C", "N", "O", "H", "H", "H", "H", "H", "H"],
  "coordinates": [[-0.228, -0.047, 0.064], [1.223, 3.686, 1.835], [0.981, 2.507, 1.440], [-0.065, 2.105, 0.686], [-1.259, 2.829, 0.436], [-1.327, 4.206, 0.019], [-2.563, 4.759, -0.332], [-3.735, 4.063, -0.112], [-3.644, 2.743, 0.420], [-2.451, 2.072, 0.581], [-2.263, 0.670, 0.807], [-3.301, -0.154, 1.066], [-4.542, 0.038, 1.198], [-2.745, -1.568, 1.356], [-3.517, -2.567, 1.877], [-2.999, -3.768, 2.207], [-1.649, -3.986, 2.044], [-0.908, -2.936, 1.475], [-1.426, -1.777, 1.167], [1.928, 1.400, 1.851], [3.141, 1.683, 2.496], [4.023, 0.672, 2.808], [3.850, -0.576, 2.343], [2.649, -0.836, 1.692], [1.703, 0.116, 1.553], [-0.390, 4.672, -0.052], [-2.668, 5.747, -0.726], [-4.697, 4.464, -0.248], [-4.625, 2.347, 0.707], [-4.528, -2.236, 2.146], [-3.663, -4.519, 2.703], [-1.159, -4.923, 2.338], [0.199, -2.978, 1.309], [3.231, 2.694, 2.754], [4.839, 0.837, 3.529], [4.581, -1.350, 2.503], [2.387, -1.804, 1.230], [5.102, -3.539, 0.492], [4.312, -4.830, -0.764], [3.633, -6.390, 0.157], [5.124, -5.063, -1.442], [3.519, -4.327, -1.272], [-1.279, -1.469, -1.769], [-0.265, -2.314, -2.330], [0.933, -2.512, -1.590], [1.702, -3.392, -1.865], [0.996, -1.683, -0.594], [-2.107, -2.057, -1.582], [-1.441, -0.748, -2.446], [-0.612, -3.092, -2.832], [-0.745, 3.051, -3.094], [0.556, 2.458, -3.354], [0.859, 1.387, -2.620], [2.183, 0.998, -2.524], [-0.069, 0.787, -2.055], [-1.139, 2.838, -2.066], [-1.450, 2.752, -3.870], [-0.693, 4.147, -3.209], [1.229, 2.872, -3.975], [2.945, 1.665, -2.640], [2.326, 0.172, -1.930]],
  "atomic_forces_ev_per_a": [[-0.563, -0.341, 0.052], [-0.188, -2.414, -0.621], [-0.914, 2.832, 0.313], [0.796, -0.218, 0.420], [0.086, 1.586, -0.080], [-1.088, -2.707, 0.499], [0.182, -0.015, 0.257], [1.958, -2.236, 1.227], [-2.122, 1.346, -0.451], [0.594, -0.371, -0.254], [-1.240, 0.634, -0.091], [-1.105, -0.055, 0.699], [2.539, -0.276, -0.370], [0.621, 0.534, -0.287], [-2.109, 2.120, 0.203], [-0.207, -2.167, 1.336], [0.827, -0.101, -0.474], [1.576, -1.329, 0.643], [-0.857, 0.934, -0.249], [2.040, -0.717, 0.402], [-1.572, -0.147, -0.422], [1.067, 1.728, 1.686], [-1.100, -1.737, -0.899], [-0.495, 0.018, -0.171], [-0.634, -0.455, -1.300], [0.921, 0.978, -0.189], [0.393, 0.588, -0.150], [-0.947, 0.623, -0.276], [0.772, -0.556, -0.299], [0.207, -0.553, -0.394], [0.780, 0.588, -0.575], [-0.245, 0.519, -0.207], [-1.125, -0.413, 0.186], [0.608, 1.240, 0.576], [-0.165, 0.308, -0.736], [-0.013, -0.177, 0.028], [0.309, 0.554, 0.473], [-0.246, -0.268, -0.291], [0.687, 0.186, 0.579], [0.194, 0.316, -0.349], [-0.068, -0.427, 0.122], [-0.621, 0.210, -0.074], [0.093, -1.474, 0.145], [0.451, 0.698, 0.490], [-2.170, 1.035, 1.102], [0.792, -0.759, -0.659], [1.334, -0.261, -0.349], [0.444, 0.789, -0.185], [-0.644, 0.190, -0.351], [-0.087, -0.715, -0.561], [-0.844, 1.201, -0.371], [-0.037, 0.024, 0.553], [1.406, 0.338, -0.319], [-0.863, -0.360, 0.385], [0.433, -0.511, 0.584], [0.588, 0.064, -1.214], [-0.231, -0.321, 0.236], [0.270, -0.371, 0.231], [-0.053, 0.123, 0.155], [-0.577, -0.435, 0.114], [0.163, 0.581, -0.478]],
  "lowdin_spin": [1.00, 0.00, 0.00, 0.00, 0.00, 0.00, 0.00, 0.00, 0.00, 0.00, 0.00, 0.00, 0.00, 0.00, 0.00, 0.00, 0.00, 0.00, 0.00, 0.00, 0.00, 0.00, 0.00, 0.00, 0.00, 0.00, 0.00, 0.00, 0.00, 0.00, 0.00, 0.00, 0.00, 0.00, 0.00, 0.00, 0.00, 0.00, 0.00, 0.00, 0.00, 0.00, 0.00, 0.00, 0.00, 0.00, 0.00, 0.00, 0.00, 0.00, 0.00, 0.00, 0.00, 0.00, 0.00, 0.00, 0.00, 0.00, 0.00, 0.00, 0.00],
  "max_force_ha_per_bohr": 0.0625,
  "e_tot_ha": -7973.34368,
  "spin_multiplicity": 2,
  "homo_lumo_gap_ev": [7.56, 7.56],
  "s2": 0.75,
  "lumo_ha": [0.0019, 0.0020],
  "relative_energy_kcal_mol": 26.9
}

=====

{
  "formula": "C14H46N3O9",
  "method": "ωB97M-V with the def2-TZVPD basis set",
  "symbols": ["N", "H", "H", "H", "H", "C", "C", "C", "O", "C", "N", "H", "H", "H", "H", "H", "H", "H", "H", "H", "H", "H", "C", "C", "C", "O", "C", "N", "H", "H", "H", "H", "H", "H", "H", "H", "H", "H", "H", "O", "H", "H", "C", "C", "O", "O", "H", "H", "H", "H", "H", "H", "C", "C", "O", "O", "H", "H", "H", "H", "H", "H", "C", "C", "O", "O", "H", "H", "H", "H", "H", "H"],
  "coordinates": [[0.217, 0.913, -0.031], [0.419, 1.890, 0.150], [1.118, 0.439, -0.245], [-0.406, 0.837, -0.853], [-0.286, 0.609, 0.845], [-3.422, 1.231, 0.784], [-2.554, 1.685, 1.928], [-3.378, 2.116, 3.131], [-4.083, 3.323, 2.955], [-4.767, 3.684, 4.153], [-1.541, 0.657, 2.231], [-4.020, 0.351, 1.050], [-2.924, 1.035, -0.164], [-4.191, 1.981, 0.575], [-2.076, 2.569, 1.492], [-2.707, 2.289, 3.994], [-3.935, 1.285, 3.593], [-4.100, 4.008, 4.949], [-5.435, 2.863, 4.436], [-5.482, 4.435, 3.815], [-1.884, -0.121, 2.787], [-0.929, 1.151, 2.884], [0.809, -2.416, -2.074], [1.538, -3.741, -1.929], [0.924, -4.815, -1.059], [1.906, -5.841, -1.025], [1.518, -7.003, -0.318], [1.832, -4.245, -3.299], [0.543, -1.955, -1.111], [-0.210, -2.678, -2.390], [1.211, -1.603, -2.668], [2.505, -3.513, -1.454], [-0.080, -5.115, -1.366], [0.872, -4.414, -0.037], [0.506, -7.411, -0.415], [1.627, -6.893, 0.766], [2.184, -7.776, -0.696], [2.344, -5.116, -3.159], [2.577, -3.627, -3.618], [-0.207, -1.156, 3.829], [0.066, -1.952, 4.298], [0.327, -1.150, 3.023], [3.096, -1.218, 1.360], [3.819, -0.561, 0.192], [2.841, -0.068, -0.734], [2.072, -0.366, 1.874], [3.738, -1.603, 2.150], [2.533, -2.052, 0.932], [4.490, -1.212, -0.369], [4.347, 0.307, 0.615], [3.316, 0.246, -1.508], [2.491, 0.478, 2.094], [1.993, 4.075, -0.274], [0.636, 4.383, 0.335], [0.456, 3.667, 1.553], [1.893, 2.906, -1.091], [2.851, 3.981, 0.408], [2.395, 4.965, -0.783], [-0.105, 4.149, -0.438], [0.448, 5.461, 0.349], [0.881, 4.222, 2.217], [2.648, 2.921, -1.688], [-2.005, 0.662, -3.071], [-1.006, 0.320, -4.168], [-1.006, 1.438, -5.058], [-1.422, 1.623, -2.179], [-2.157, -0.264, -2.514], [-2.916, 1.000, -3.557], [-1.227, -0.575, -4.757], [-0.027, 0.049, -3.761], [-0.139, 1.829, -5.185], [-1.361, 2.432, -2.703]],
  "atomic_forces_ev_per_a": [[-0.091, -0.428, 0.123], [0.107, 0.120, -0.351], [-0.376, 0.171, 0.451], [0.144, 0.499, 0.315], [-0.031, -0.453, -0.307], [-1.697, -0.406, -0.158], [-0.677, -0.015, -1.229], [1.249, 0.208, 1.771], [-0.023, -0.746, -0.167], [-1.115, -0.224, -1.363], [0.485, 1.350, 0.529], [0.278, -0.163, 0.021], [0.361, 0.012, 0.176], [0.206, 0.160, 0.018], [0.525, 0.055, 0.648], [0.565, 0.112, -0.308], [-0.814, -0.011, -0.830], [0.005, 0.005, 0.055], [0.395, -0.186, 0.488], [0.377, 0.508, 0.427], [-0.280, -0.025, -0.209], [0.253, -0.469, 0.054], [-2.367, -0.439, 1.341], [1.508, 0.897, -0.893], [0.665, 0.718, 0.689], [-1.270, -0.327, -0.348], [0.470, -0.687, 0.345], [0.417, -0.007, 0.726], [0.627, -0.149, 0.262], [0.153, 0.252, -0.767], [0.448, -0.489, -0.382], [-0.032, -0.121, 0.253], [0.130, -0.376, -0.257], [-0.416, 0.126, 0.019], [-0.224, 0.665, -0.752], [0.375, 0.193, 0.016], [0.078, -0.118, 0.345], [-0.323, -0.143, -0.121], [-0.278, 0.027, -0.433], [0.093, -0.249, -0.037], [-0.058, 0.085, 0.038], [0.115, 0.097, 0.108], [-0.965, -0.742, -1.170], [-0.041, 0.781, 0.499], [-0.086, -0.229, 0.126], [0.474, 0.367, 0.058], [0.305, 0.197, -0.103], [0.118, -0.198, 0.212], [0.186, -0.200, 0.548], [0.352, -0.138, -0.279], [-0.080, 0.022, -0.074], [-0.218, -0.077, 0.214], [1.002, 1.022, -0.155], [0.569, 0.198, -0.961], [-0.372, 0.574, -0.349], [0.262, 0.526, -0.166], [-0.686, -0.534, 0.792], [-0.734, -0.201, -0.873], [-0.155, -0.900, 0.389], [0.431, 0.063, 0.987], [-0.133, -0.300, 0.231], [-0.077, -0.151, -0.033], [1.127, -1.284, -0.333], [0.113, 0.041, -0.583], [0.217, 0.208, 0.106], [-0.637, 0.038, -0.615], [-0.393, 0.220, 0.273], [-0.196, 0.160, 0.322], [-0.710, 0.060, 0.162], [0.106, 0.633, 0.228], [0.099, -0.242, 0.038], [0.162, 0.056, 0.205]],
  "mulliken_charge": [0.75, -0.18, 0.08, 0.30, 0.52, -1.45, 0.85, -0.81, -0.36, -0.80, -0.77, 0.39, 0.10, 0.41, -0.24, 0.42, 0.43, 0.29, 0.35, 0.28, 0.34, 0.33, -1.21, 0.66, -0.74, -0.32, -0.80, -0.81, 0.16, 0.42, 0.34, 0.10, 0.43, 0.27, 0.32, 0.29, 0.27, 0.32, 0.27, -0.64, 0.30, 0.28, -0.17, -0.50, -0.47, -0.33, 0.40, -0.15, 0.42, 0.31, 0.19, 0.23, -0.38, -0.71, -0.47, -0.43, 0.30, 0.43, 0.15, 0.53, 0.30, 0.24, -0.56, -0.20, -0.54, -0.55, 0.39, 0.34, 0.35, 0.11, 0.33, 0.27],
  "max_force_ha_per_bohr": 0.0536,
  "e_tot_ha": -1402.11652,
  "homo_lumo_gap_ev": 9.03,
  "total_charge": 1,
  "lumo_ha": -0.0931,
  "relative_energy_kcal_mol": 10.0
}

=====

{
  "formula": "C5H12N3O",
  "method": "ωB97M-V with the def2-TZVPD basis set",
  "symbols": ["C", "C", "C", "C", "N", "C", "N", "N", "H", "H", "H", "H", "H", "H", "H", "H", "H", "H", "H", "H", "O"],
  "coordinates": [[-0.102, 1.123, 2.089], [0.907, -0.029, 1.629], [0.784, -0.526, 0.276], [0.434, -1.859, -0.280], [0.447, -1.818, -1.684], [0.816, -0.585, -2.062], [0.984, 0.174, -0.926], [-0.181, 2.334, 1.158], [0.311, 1.425, 3.020], [-1.053, 0.504, 2.184], [0.789, -0.856, 2.253], [1.972, 0.366, 1.829], [0.022, -2.705, 0.393], [0.596, -2.778, -2.141], [0.927, -0.421, -3.168], [0.962, 1.260, -0.792], [-1.061, 2.479, 0.910], [-0.107, 3.173, 1.754], [-3.368, 1.053, -0.887], [-3.328, 0.129, 0.225], [-2.805, 0.348, -0.666]],
  "atomic_forces_ev_per_a": [[-0.414, -1.430, -2.025], [1.578, 3.342, 0.098], [-1.355, -4.631, -5.480], [-0.263, 1.993, 3.347], [1.071, -1.474, 2.478], [-0.054, -0.031, 0.032], [-0.440, 2.086, 0.011], [4.422, -1.303, 2.964], [-0.209, 0.257, 0.985], [0.694, 1.566, 0.110], [-0.294, -1.256, 1.268], [-1.406, -0.639, -0.574], [1.036, 1.280, -1.815], [-0.610, 2.424, 0.140], [0.080, 0.740, 1.677], [0.274, -2.328, -0.962], [-5.073, -0.074, -2.047], [0.891, -0.526, -0.231], [-0.984, 1.852, -1.326], [2.010, 0.069, -2.639], [-0.955, -1.917, 3.990]],
  "mulliken_charge": [-0.31, -0.84, 0.47, -0.53, -0.08, -0.19, -0.12, -0.55, 0.37, 0.26, 0.34, 0.31, 0.31, 0.36, 0.39, 0.38, 0.17, 0.26, 0.31, 0.34, -0.64],
  "max_force_ha_per_bohr": 0.1420,
  "e_tot_ha": -436.93361,
  "homo_lumo_gap_ev": 10.05,
  "total_charge": 1,
  "lumo_ha": -0.1103,
  "relative_energy_kcal_mol": 59.7
}